ORCA calculation (ωB97M-V with the def2-TZVPD basis set) on C13H13F3N2OPtSe as an isolated structure.

Each line ends with the Löwdin charge.
CARTESIAN COORDINATES (ANGSTROEM)
1 Pt 0.2870 -0.0488 0.3036  1.036
2 F -5.7372 -1.6699 -2.7362  0.162
3 C -4.5656 -1.8073 -3.3707  -0.591
4 F -4.6019 -1.0196 -4.4573  0.155
5 F -4.4681 -3.0745 -3.7864  0.152
6 C -3.4244 -1.4216 -2.4603  -0.091
7 C -2.4504 -2.3337 -2.1006  0.034
8 C -1.4992 -1.9473 -1.1731  -0.104
9 N -1.4879 -0.7313 -0.6204  -0.168
10 C -2.4141 0.1589 -1.0009  -0.097
11 C -3.3975 -0.1458 -1.9181  0.032
12 H -2.4335 -3.3313 -2.5131  0.128
13 H -0.7390 -2.6326 -0.8255  0.121
14 H -2.3685 1.1239 -0.5164  0.122
15 H -4.1386 0.5941 -2.1859  0.135
16 C 1.0579 0.3752 -1.3050  -0.153
17 H 1.9981 0.9226 -1.4063  -0.001
18 H 0.6181 0.0639 -2.2567  -0.002
19 C 2.9239 1.0031 1.2848  -0.252
20 O 1.6747 0.4237 1.5457  -0.584
21 H 3.4027 1.1945 2.2468  0.078
22 H 2.8301 1.9599 0.7567  0.066
23 H 3.5813 0.3431 0.7049  0.068
24 Se -0.9181 -0.6994 2.5751  0.600
25 C -2.6940 -0.5866 3.2546  -0.680
26 C -3.0179 0.4321 4.1456  -0.133
27 C -4.2924 0.4689 4.6881  -0.161
28 N -5.2532 -0.4111 4.4082  0.044
29 C -4.9388 -1.3718 3.5416  -0.167
30 C -3.6940 -1.5046 2.9468  -0.130
31 H -2.2810 1.1758 4.4158  0.091
32 H -4.5568 1.2527 5.3905  0.101
33 H -5.7281 -2.0804 3.3108  0.099
34 H -3.5016 -2.3144 2.2555  0.088

## Properties
2S+1 = 1
energy above the lowest of the compared OMol25 structures with the same formula, charge and spin = 24.34 kcal per mole
highest occupied orbital energy (spin up / spin down) = -7.559 / -7.560 eV
gap between HOMO and LUMO (spin up / spin down) = 5.8486 / 5.8511 eV